Record 1
This record from the Open Molecules 2025 dataset describes a structure of composition C7F27HfN3O15PS7 at a distorted geometry. The level of theory is the ωB97M-V functional and the def2-TZVPD basis.

Last column: Mulliken charge in e.
Geometry (Å):
Hf -0.19428 0.17167 0.02928  4.156
C 2.25769 -2.40255 3.06231  0.519
F 3.30146 -2.96205 2.47874  -0.189
F 1.22834 -3.20461 3.12353  -0.105
F 2.69567 -2.02417 4.24886  -0.202
S 1.64130 -0.85309 2.08413  1.192
O 0.18945 -0.77806 2.11973  -1.004
O 2.28358 0.29861 2.64795  -0.588
O 1.75746 -0.89923 0.59239  -1.080
P -0.29942 -3.95791 0.01984  1.519
F -0.79111 -3.42119 1.46340  -0.327
F -0.39336 -5.49885 0.51626  -0.366
F -1.85812 -4.04510 -0.42394  -0.413
F 0.04015 -4.52808 -1.44546  -0.365
F -0.20918 -2.35830 -0.42121  -0.336
F 1.24184 -3.75305 0.52971  -0.392
C -2.43006 -1.82333 -3.20269  0.738
F -3.14326 -1.89298 -4.30092  -0.226
F -3.17776 -2.13472 -2.16486  -0.193
F -1.43826 -2.70367 -3.24686  -0.197
S -1.74040 -0.04298 -2.93657  0.757
O -1.84188 0.66642 -4.17405  -0.526
O -2.53979 0.45295 -1.84357  -0.442
N -0.15581 -0.26772 -2.19140  -0.315
S 0.75423 -0.40838 -3.52055  0.725
O 0.21592 -1.06550 -4.69234  -0.612
O 1.42905 0.82707 -3.85242  -0.680
C 2.15745 -1.58996 -2.91813  0.697
F 2.70175 -1.08258 -1.81891  -0.143
F 1.60584 -2.73432 -2.56410  -0.238
F 3.00284 -1.78967 -3.90742  -0.222
C 0.49416 3.65999 -2.54659  0.746
F 0.20455 4.92578 -2.73189  -0.213
F -0.39567 2.95785 -3.20327  -0.155
F 1.72289 3.40753 -2.98452  -0.167
S 0.18897 3.22107 -0.67787  0.431
O 0.03631 4.35067 0.17050  -0.492
O -0.93584 2.30158 -0.74730  -0.537
N 1.32153 1.86061 -0.29675  -0.234
S 2.55222 2.80097 0.21464  0.594
O 2.74976 4.03505 -0.54835  -0.619
O 2.55118 3.00373 1.64626  -0.641
C 4.09374 1.78354 -0.15286  0.690
F 5.21319 2.47908 -0.08809  -0.216
F 4.15823 0.78230 0.70163  -0.183
F 3.90036 1.32727 -1.39136  -0.218
C -3.13097 -1.11840 3.17018  0.749
F -2.75673 -2.38694 3.08283  -0.186
F -4.35542 -1.04080 3.63050  -0.213
F -2.30752 -0.53442 4.03272  -0.194
S -3.07953 -0.24243 1.47073  0.741
O -2.38166 -1.15679 0.55461  -0.426
O -4.38513 0.21788 1.10313  -0.546
N -1.78206 0.92896 1.47127  -0.489
S -2.53086 2.17727 2.24129  0.733
O -2.78839 3.26392 1.34281  -0.627
O -3.59413 1.90166 3.17760  -0.589
C -1.04024 2.67437 3.31872  0.697
F -0.88792 1.82897 4.35696  -0.234
F 0.04341 2.51017 2.56075  -0.112
F -1.16976 3.88490 3.83099  -0.230

Atoms 1-6, force components in eV/Å:
Hf -0.5 -1.5 0.5
C 0.1 0.2 -0.9
F -0.3 -0.1 -0.7
F 0.3 -0.1 0.6
F -0.8 0.4 0.3
S 1.0 2.2 -0.7

Summary:
LUMO level   0.4 eV
Charge   -1
M   1312.962 u
DFT total energy   -202261.7179 eV
Relative energy (zero: lowest compared OMol25 entry of this formula, charge and spin)   70.6 kcal per mole


Record 2
This record from the Open Molecules 2025 dataset describes a cluster of 2 separate species, CHN2O4 in total at a distorted geometry. The level of theory is the ωB97M-V functional and the def2-TZVPD basis.

Last column: Mulliken spin population.
Geometry (Å):
C -0.15472 -0.00983 0.31349  0.794
N 1.19542 0.03677 0.37608  0.007
N -1.00031 -0.47816 -0.62744  -0.008
O 1.74525 0.71462 1.24953  0.093
O 1.83886 -0.64554 -0.43738  0.125
O -0.64453 -1.49818 -1.23979  0.080
O -2.11032 0.03627 -0.77826  0.030
H -0.86964 1.84406 1.14377  0.881

Atoms 1-6, force components in eV/Å:
C -1.2 0.9 2.5
N 0.5 -1.0 -1.7
N 1.1 -1.2 -1.3
O -0.2 0.3 0.2
O 0.6 0.0 0.0
O -0.5 -0.2 -0.2

Summary:
LUMO level (alpha / beta)   4.0 / 2.1 eV
Charge   -1
2S+1   3
M   105.029 u
DFT total energy   -12213.4118 eV
Relative energy (zero: lowest compared OMol25 entry of this formula, charge and spin)   114.1 kcal per mole


Record 3
This record from the Open Molecules 2025 dataset describes a structure of composition C2H3O3Sm at a distorted geometry. The level of theory is the ωB97M-V functional and the def2-TZVPD basis.

Last column: Mulliken spin population.
Geometry (Å):
H -2.90079 2.61149 1.07306  -0.448
O 0.80809 1.00085 -0.59900  -0.006
C 1.25153 -0.12367 -0.67282  -0.002
C 0.55649 -1.32429 -0.10261  0.002
O -0.50980 -1.31994 0.54639  -0.003
O -1.31053 -0.25426 0.68063  -0.006
Sm -1.11013 2.06817 0.43951  5.461
H 2.22122 -0.33825 -1.14947  0.000
H 0.99392 -2.32010 -0.21571  0.000

Atoms 1-6, force components in eV/Å:
H -0.3 0.0 0.2
O 0.0 0.0 0.0
C 0.4 -0.1 -0.4
C -0.1 -0.2 0.1
O 0.0 -0.8 -0.3
O 0.4 1.2 -0.1

Summary:
LUMO level (alpha / beta)   -11.7 / -11.7 eV
Charge   +2
2S+1   6
M   225.403 u
DFT total energy   -26144.2724 eV


Record 4
This record from the Open Molecules 2025 dataset describes a structure of composition C35H30IrN2O5PS. The level of theory is the ωB97M-V functional and the def2-TZVPD basis.

Last column: Mulliken spin population.
Geometry (Å):
Ir -0.14896 0.49299 -1.51624  2.208
C -4.45175 -0.54178 -2.02526  -0.001
O -5.02917 0.76305 -2.02350  0.005
C -4.41315 1.82411 -1.44078  0.017
C -5.22631 2.79830 -0.94193  -0.010
C -4.71540 3.98453 -0.35983  0.079
C -3.37636 4.17223 -0.27200  -0.067
C -2.46635 3.19172 -0.76940  0.089
C -1.10331 3.48720 -0.65362  0.011
N -0.07653 2.72361 -1.00864  0.207
N 1.09536 3.29418 -0.80078  0.274
C 2.12993 2.50102 -1.20929  -0.031
O 1.96902 1.40295 -1.76478  0.201
C 3.49253 3.01221 -0.93940  0.018
C 4.57954 2.21439 -1.28400  0.007
C 5.86619 2.63669 -0.99476  -0.001
C 6.07070 3.85350 -0.35830  0.007
C 4.98727 4.65239 -0.01613  -0.003
C 3.69860 4.23580 -0.30673  0.014
C -2.97353 1.98698 -1.38814  0.145
O -2.22193 1.10544 -1.90062  0.232
H -5.21765 -1.18285 -2.45514  0.000
H -4.24605 -0.87059 -1.00244  0.004
H -3.54315 -0.59102 -2.61641  0.000
H -6.29526 2.64127 -1.00606  0.003
H -5.40564 4.72731 0.01515  0.004
H -2.96629 5.07181 0.16919  -0.002
H -0.82964 4.44587 -0.21608  -0.003
H 4.39863 1.26351 -1.76658  0.002
H 6.71087 2.01573 -1.26288  0.000
H 7.07703 4.18209 -0.13187  0.000
H 5.14937 5.60274 0.47554  0.000
H 2.84680 4.84670 -0.04435  0.001
C -0.84115 1.35260 1.95914  0.008
P 0.02429 0.20638 0.83253  0.143
C -0.62777 -1.38715 1.41837  -0.014
C -1.74471 -1.89595 0.76096  0.035
C -2.36050 -3.05295 1.21236  0.002
C -1.84280 -3.72583 2.30947  0.005
C -0.71445 -3.23665 2.95739  -0.002
C -0.11321 -2.06439 2.52106  0.000
C 1.75920 0.30917 1.36034  0.023
C 2.24224 1.41324 2.05849  0.018
C 3.59997 1.54156 2.32354  -0.006
C 4.48657 0.56910 1.89307  0.011
C 4.01423 -0.53116 1.18740  -0.010
C 2.66402 -0.65350 0.91333  -0.022
H -0.60185 1.13163 3.00041  0.005
H -1.91303 1.22449 1.80394  -0.002
H -0.58727 2.38815 1.73638  0.001
H -2.12635 -1.38451 -0.11708  0.036
H -3.22878 -3.43972 0.69408  0.001
H -2.31784 -4.63412 2.65977  0.000
H -0.30981 -3.76204 3.81315  0.000
H 0.75919 -1.67939 3.03563  0.001
H 1.56699 2.18825 2.39641  0.007
H 3.96133 2.41070 2.85756  0.000
H 5.54520 0.67349 2.09161  0.001
H 4.70433 -1.28616 0.83337  -0.001
H 2.31230 -1.48592 0.32043  0.021
O -1.62903 -6.85141 0.68174  0.000
C -2.04471 -6.31133 -0.48836  0.000
O -2.97732 -6.79498 -1.06653  0.003
C -1.31034 -5.10513 -0.97264  0.010
C -0.09971 -4.67308 -0.43925  0.006
C 0.50511 -3.52422 -0.91091  0.024
C -0.07801 -2.78159 -1.93471  0.032
S 0.73013 -1.33914 -2.56987  0.271
C -1.27357 -3.23497 -2.49486  0.007
C -1.88289 -4.38020 -2.01678  -0.006
H -0.92308 -6.31803 1.06183  0.000
H 0.40736 -5.21761 0.35036  0.000
H 1.44004 -3.20147 -0.47790  -0.005
H -1.72520 -2.66928 -3.29950  -0.009
H -2.81450 -4.73100 -2.43969  0.000

Atoms 1-6, force components in eV/Å:
Ir 0.2 0.3 0.1
C -0.1 0.0 0.1
O 0.1 0.1 -0.2
C 0.0 0.0 0.2
C 0.0 0.0 0.0
C 0.0 0.0 0.0

Summary:
LUMO level (alpha / beta)   -0.5 / -2.6 eV
Charge   0
2S+1   5
M   813.892 u
DFT total energy   -72961.0323 eV
Relative energy (zero: lowest compared OMol25 entry of this formula, charge and spin)   3.2 kcal per mole


> What is the formula in the fourth record?

C35H30IrN2O5PS


> Which formula does entry 4 have?

C35H30IrN2O5PS


> The highest DFT total energy belongs to which entry?

CHN2O4


> Which value of DFT total energy does entry 2 give?

-12213.4118 eV